# 1
{
  "formula": "C43H48BrCsN8O7S3",
  "method": "the ωB97M-V functional and the def2-TZVPD basis",
  "species": ["Cs", "N", "C", "S", "N", "N", "C", "C", "C", "C", "C", "C", "C", "C", "C", "C", "C", "C", "N", "H", "H", "H", "H", "H", "H", "H", "H", "H", "H", "H", "O", "S", "C", "C", "C", "C", "H", "H", "H", "H", "H", "H", "H", "H", "C", "C", "C", "N", "C", "S", "N", "C", "O", "C", "C", "C", "C", "C", "C", "H", "H", "H", "H", "H", "H", "H", "H", "H", "H", "H", "H", "H", "H", "Br", "C", "C", "C", "C", "C", "C", "C", "O", "O", "H", "H", "H", "H", "C", "C", "C", "C", "C", "C", "O", "N", "C", "O", "N", "C", "O", "H", "H", "H", "H", "H", "H", "H", "H", "H", "H", "H"],
  "coordinates": [[0.699, 0.664, -0.668], [-0.380, 0.842, -4.938], [-1.144, -0.037, -4.191], [-2.807, 0.273, -3.963], [-0.479, -1.111, -3.798], [-0.808, -1.687, -2.655], [-0.599, -2.956, -2.503], [-0.129, -3.850, -3.594], [-0.813, -5.021, -3.911], [-0.363, -5.872, -4.912], [0.785, -5.557, -5.625], [1.473, -4.387, -5.326], [1.019, -3.543, -4.324], [-0.801, -3.508, -1.135], [-0.411, -4.817, -0.830], [-0.586, -5.300, 0.454], [-1.128, -4.469, 1.417], [-1.474, -3.178, 1.030], [-1.332, -2.709, -0.202], [-0.875, 1.704, -5.111], [0.555, 0.961, -4.572], [-1.714, -5.264, -3.360], [-0.916, -6.775, -5.140], [1.134, -6.210, -6.416], [2.361, -4.121, -5.886], [1.534, -2.616, -4.115], [0.035, -5.439, -1.594], [-0.280, -6.311, 0.699], [-1.267, -4.785, 2.442], [-1.872, -2.478, 1.753], [1.784, -1.529, 1.817], [1.966, -2.694, 0.873], [3.087, -3.854, 1.677], [4.505, -3.394, 1.364], [4.473, -3.072, -0.131], [3.241, -2.191, -0.328], [2.882, -4.844, 1.263], [2.797, -3.834, 2.727], [5.252, -4.147, 1.624], [4.728, -2.487, 1.928], [4.383, -3.997, -0.707], [5.369, -2.553, -0.472], [2.810, -2.221, -1.328], [3.465, -1.157, -0.062], [-4.951, 1.874, 4.727], [-4.612, 2.499, 3.382], [-3.592, 1.687, 2.600], [-2.255, 1.847, 3.143], [-1.537, 0.896, 3.696], [-1.988, -0.699, 4.009], [-0.231, 1.294, 4.016], [0.232, 2.486, 4.503], [1.412, 2.768, 4.459], [-0.737, 3.362, 5.232], [-0.643, 4.735, 5.053], [-1.473, 5.574, 5.779], [-2.376, 5.045, 6.694], [-2.459, 3.672, 6.875], [-1.644, 2.827, 6.135], [-5.613, 2.515, 5.311], [-4.050, 1.700, 5.313], [-5.435, 0.903, 4.600], [-4.216, 3.508, 3.527], [-5.512, 2.606, 2.771], [-3.539, 2.015, 1.561], [-3.836, 0.622, 2.607], [-1.755, 2.684, 2.791], [0.475, 0.598, 3.805], [0.048, 5.124, 4.319], [-1.421, 6.644, 5.622], [-3.022, 5.704, 7.261], [-3.166, 3.254, 7.581], [-1.714, 1.752, 6.252], [0.022, 6.758, 0.953], [1.480, 5.539, 1.083], [2.738, 6.121, 0.971], [3.878, 5.336, 1.022], [3.754, 3.963, 1.156], [2.493, 3.395, 1.244], [1.333, 4.167, 1.224], [-0.018, 3.466, 1.386], [-0.892, 4.070, 2.042], [-0.107, 2.321, 0.879], [2.813, 7.191, 0.836], [4.854, 5.797, 0.938], [4.627, 3.325, 1.197], [2.414, 2.324, 1.344], [3.356, 4.783, -2.457], [3.552, 3.884, -3.667], [4.068, 2.482, -3.314], [4.217, 1.655, -4.602], [4.649, 0.214, -4.381], [5.434, 2.607, -2.679], [6.355, 3.191, -3.224], [5.586, 2.016, -1.466], [4.626, 1.226, -0.791], [5.016, 0.663, 0.219], [3.364, 1.152, -1.270], [3.042, 1.776, -2.419], [1.875, 1.788, -2.838], [3.010, 5.772, -2.761], [4.282, 4.920, -1.894], [2.613, 4.378, -1.767], [4.257, 4.329, -4.372], [2.601, 3.738, -4.179], [4.939, 2.178, -5.235], [3.249, 1.681, -5.106], [5.615, 0.152, -3.874], [4.743, -0.306, -5.334], [3.922, -0.335, -3.778], [6.506, 2.041, -1.047]],
  "orbital_gap_ev": 5.62,
  "total_charge": -2,
  "relative_energy_kj_mol": 62.73,
  "max_force_ev_per_a": 2.9,
  "lumo_ev": 3.56,
  "total_energy_ev": -174726.18663
}

***

# 2
{
  "formula": "C43H49F4N14O2V",
  "method": "the ωB97M-V functional and the def2-TZVPD basis",
  "species": ["V", "C", "C", "C", "C", "C", "C", "C", "C", "C", "C", "C", "C", "N", "C", "O", "C", "C", "C", "C", "C", "N", "C", "O", "N", "C", "C", "C", "C", "C", "C", "C", "C", "C", "C", "C", "C", "H", "H", "H", "H", "H", "H", "H", "H", "H", "H", "H", "H", "H", "H", "H", "H", "H", "H", "H", "H", "H", "H", "H", "H", "H", "H", "H", "H", "H", "H", "H", "H", "H", "H", "H", "H", "H", "C", "N", "C", "C", "C", "N", "C", "C", "F", "C", "F", "C", "C", "F", "C", "F", "H", "H", "H", "H", "H", "H", "H", "H", "H", "H", "H", "N", "C", "N", "N", "N", "N", "C", "N", "N", "N", "N", "H"],
  "coordinates": [[0.412, 1.009, -0.260], [-4.832, 2.614, -1.253], [-3.898, 2.472, -0.044], [-4.753, 2.376, 1.226], [-2.896, 3.615, -0.021], [-3.335, 4.859, 0.416], [-2.523, 5.977, 0.328], [-1.280, 5.865, -0.262], [-0.802, 4.638, -0.718], [0.467, 4.598, -1.542], [1.573, 5.505, -1.002], [0.151, 4.958, -2.998], [-1.585, 3.499, -0.516], [-1.084, 2.192, -0.867], [-1.544, 1.782, -2.090], [-2.070, 2.510, -2.919], [-1.420, 0.312, -2.390], [-2.101, -0.131, -3.503], [-2.022, -1.472, -3.824], [-1.271, -2.285, -3.011], [-0.617, -1.784, -1.880], [-0.689, -0.470, -1.570], [0.033, -2.935, -1.077], [0.445, -3.886, -1.762], [-0.066, -2.840, 0.227], [0.128, -4.021, 0.980], [1.399, -4.491, 1.356], [1.499, -5.585, 2.208], [0.372, -6.238, 2.675], [-0.880, -5.790, 2.281], [-1.019, -4.687, 1.449], [-2.390, -4.241, 0.981], [-2.795, -5.029, -0.267], [-3.466, -4.331, 2.061], [2.649, -3.856, 0.793], [3.697, -3.533, 1.856], [3.254, -4.724, -0.312], [-5.534, 1.778, -1.285], [-5.411, 3.536, -1.161], [-4.279, 2.652, -2.189], [-3.349, 1.533, -0.156], [-5.548, 3.124, 1.216], [-5.234, 1.398, 1.279], [-4.177, 2.523, 2.141], [-4.335, 4.956, 0.820], [-2.873, 6.937, 0.688], [-0.668, 6.748, -0.391], [0.828, 3.573, -1.536], [1.358, 6.555, -1.215], [1.715, 5.397, 0.073], [2.518, 5.271, -1.497], [-0.214, 5.987, -3.058], [1.056, 4.882, -3.604], [-0.609, 4.299, -3.417], [-2.643, 0.595, -4.088], [-2.533, -1.873, -4.690], [-1.144, -3.339, -3.208], [2.481, -5.943, 2.497], [0.465, -7.095, 3.331], [-1.763, -6.309, 2.632], [-2.293, -3.193, 0.688], [-2.896, -6.091, -0.027], [-3.752, -4.677, -0.659], [-2.036, -4.934, -1.045], [-3.692, -5.366, 2.327], [-3.162, -3.811, 2.971], [-4.395, -3.882, 1.704], [2.326, -2.921, 0.342], [4.139, -4.440, 2.274], [4.513, -2.951, 1.418], [3.274, -2.960, 2.684], [3.561, -5.690, 0.099], [2.526, -4.894, -1.103], [4.140, -4.247, -0.739], [-1.525, 1.679, 2.232], [-0.752, 0.567, 1.649], [-1.690, -0.547, 1.413], [0.284, 0.172, 2.619], [1.263, -0.755, 1.946], [1.587, -0.177, 0.634], [2.926, -0.388, 0.235], [3.256, -1.001, -0.973], [2.307, -1.472, -1.776], [4.582, -1.165, -1.339], [4.856, -1.779, -2.495], [5.614, -0.720, -0.538], [5.293, -0.106, 0.655], [6.267, 0.360, 1.455], [3.977, 0.059, 1.040], [3.713, 0.715, 2.181], [-1.927, 1.360, 3.203], [-2.353, 1.911, 1.573], [-0.900, 2.557, 2.355], [-2.194, -0.802, 2.355], [-1.165, -1.417, 1.016], [-2.441, -0.225, 0.692], [-0.179, -0.310, 3.489], [0.786, 1.083, 2.950], [0.829, -1.738, 1.746], [2.162, -0.875, 2.550], [6.642, -0.847, -0.841], [3.400, 2.623, -0.721], [2.822, 2.037, -1.818], [3.349, 2.031, -3.020], [2.446, 1.348, -3.770], [1.456, 0.966, -3.072], [1.652, 1.378, -1.780], [2.655, 3.015, 0.372], [3.104, 3.855, 1.280], [2.078, 3.983, 2.140], [1.080, 3.269, 1.770], [1.405, 2.615, 0.626], [4.233, 3.162, -0.897]],
  "orbital_gap_ev": [5.90, 7.43],
  "total_charge": -1,
  "relative_energy_kj_mol": 0.00,
  "multiplicity": 2,
  "s_squared": 1.1021,
  "max_force_ev_per_a": 0.8,
  "lumo_ev": [0.17, 1.70],
  "total_energy_ev": -106904.26762
}